# 1
Computed, not measured: C25H32N10OV as an isolated structure, with wB97M-V/def2-TZVPD.

Its expectation value of S² is 0.765. As for the maximum force: 0.5 eV/A. As for the multiplicity: 2. The value obtained for the HOMO energy (spin up / spin down) is -18.611 / -18.614 eV. The value obtained for the LUMO energy (spin up / spin down) is -14.70 / -14.06 eV. As for the net charge: +4. The calculation puts the frontier orbital gap (spin up / spin down) at 3.909 / 4.554 eV. For the relative energy (zero: lowest compared OMol25 entry of this formula, charge and spin), the calculation gives 0.000 eV.

Last column: Mulliken charge in e.
Element x y z (Å)
1 V -1.0110 -0.6982 -0.5494  -0.378
2 C 1.7428 -2.3792 -3.5658  -0.710
3 C 0.5913 -1.8873 -2.9600  -0.321
4 N 0.5940 -1.5178 -1.6729  0.698
5 C 1.7659 -1.6002 -0.9978  0.291
6 C 2.8944 -2.1157 -1.6237  -0.340
7 N 2.8757 -2.5072 -2.8898  -0.417
8 C 1.7159 -1.0718 0.3761  -0.453
9 C 2.7608 -1.0457 1.2588  -0.400
10 C 2.5904 -0.5210 2.5626  0.420
11 C 1.2992 -0.0332 2.8809  -0.333
12 C 0.2914 -0.0749 1.9576  0.087
13 N 0.4905 -0.5746 0.7013  1.384
14 C -1.0926 0.3859 2.1805  0.047
15 C -1.5716 1.0067 3.3293  -0.346
16 N -2.8391 1.3760 3.4444  -0.427
17 C -3.6613 1.1422 2.4311  -0.636
18 C -3.2127 0.5268 1.2653  -0.389
19 N -1.9346 0.1543 1.1505  0.655
20 C 3.6757 -0.4953 3.5245  1.007
21 C 5.0130 -0.5322 3.1054  -0.531
22 C 6.0119 -0.4966 4.0652  -0.508
23 N 5.7541 -0.4559 5.3688  -0.435
24 C 4.4899 -0.4353 5.7791  -0.492
25 C 3.4176 -0.4386 4.9010  -0.565
26 H 1.7397 -2.6754 -4.6085  0.427
27 H -0.3165 -1.7764 -3.5381  0.506
28 H 3.8364 -2.2170 -1.0982  0.526
29 H 3.7154 -1.4632 0.9738  0.573
30 H 1.1182 0.3942 3.8562  0.501
31 H -0.9264 1.2135 4.1749  0.538
32 H -4.6957 1.4470 2.5408  0.437
33 H -3.8803 0.3341 0.4349  0.477
34 H 5.2948 -0.5353 2.0610  0.385
35 H 7.0558 -0.5000 3.7766  0.405
36 H 4.3271 -0.4167 6.8497  0.405
37 H 2.4146 -0.4513 5.3060  0.367
38 N -1.3759 -2.5413 0.5652  -0.004
39 C -2.0691 -3.6044 -0.2325  -0.617
40 C -3.1410 -2.8882 -1.0154  -0.586
41 N -2.4323 -1.7782 -1.7431  -0.339
42 H -0.5422 -2.9313 1.0040  0.305
43 H -1.9884 -2.2992 1.3447  0.355
44 H -2.4789 -4.3766 0.4180  0.454
45 H -1.3389 -4.0711 -0.8949  0.351
46 H -3.8905 -2.4473 -0.3567  0.332
47 H -3.6514 -3.5456 -1.7185  0.452
48 H -3.1146 -1.1657 -2.1900  0.205
49 H -1.9321 -2.2148 -2.5165  0.275
50 C -1.8343 3.0756 -4.1663  -1.134
51 N -2.0883 2.1643 -3.0256  0.004
52 C -3.3436 1.4121 -3.0904  -1.090
53 C -1.2027 2.0082 -2.0680  0.726
54 O -1.1687 0.8145 -1.4010  -0.772
55 N -0.3460 2.9284 -1.6882  0.028
56 C -0.6582 4.3676 -1.8278  -1.108
57 C 0.9535 2.6171 -1.0838  -0.827
58 H -2.1811 2.5685 -5.0651  0.441
59 H -0.7694 3.2678 -4.2549  0.414
60 H -2.3776 4.0128 -4.0579  0.385
61 H -4.1203 2.0764 -3.4663  0.513
62 H -3.6443 1.0839 -2.0973  0.334
63 H -3.2566 0.5769 -3.7885  0.320
64 H -1.7314 4.4994 -1.9439  0.413
65 H -0.1228 4.8182 -2.6613  0.388
66 H -0.3435 4.8540 -0.9058  0.409
67 H 1.1389 1.5464 -1.1056  0.105
68 H 0.9859 2.9879 -0.0595  0.347
69 H 1.7312 3.1186 -1.6592  0.468


# 2
Computed, not measured: C25H32N11O2SSc as an isolated structure, with wB97M-V/def2-TZVPD.

As for the maximum force: 1.6 eV/A. The value obtained for the HOMO energy is -12.858 eV. The value obtained for the LUMO energy is -6.05 eV. As for the net charge: +2. The calculation puts the frontier orbital gap at 6.803 eV. For the relative energy (zero: lowest compared OMol25 entry of this formula, charge and spin), the calculation gives 1.976 eV.

Last column: Mulliken charge in e.
Element x y z (Å)
1 Sc -0.0297 0.3545 -0.7875  -0.069
2 C 2.2290 -2.6440 2.3085  -0.306
3 C 1.4764 -3.7857 2.0780  -0.907
4 C 0.7356 -3.8647 0.9079  -0.804
5 C 0.7423 -2.7864 0.0215  0.562
6 N 1.3829 -1.6339 0.2987  0.455
7 C 2.1299 -1.5950 1.4019  -0.685
8 C 0.1300 -2.8598 -1.3198  0.875
9 C -0.0760 -4.0901 -1.9424  -1.293
10 C -0.4943 -4.1154 -3.2627  -0.976
11 C -0.6885 -2.9149 -3.9186  -1.332
12 C -0.4938 -1.7154 -3.2299  1.216
13 N -0.0907 -1.6921 -1.9480  1.087
14 C -0.6709 -0.4160 -3.9080  0.567
15 C -1.2820 -0.3272 -5.1594  -1.212
16 C -1.3397 0.8914 -5.8150  -0.591
17 C -0.8251 2.0000 -5.1677  -1.127
18 C -0.2881 1.8407 -3.8997  -0.018
19 N -0.1896 0.6709 -3.2657  0.793
20 H 2.8579 -2.5525 3.1807  0.524
21 H 1.4662 -4.5977 2.7898  0.473
22 H 0.1562 -4.7512 0.7013  0.483
23 H 2.6916 -0.6846 1.5671  0.348
24 H 0.1251 -5.0095 -1.4191  0.408
25 H -0.6456 -5.0500 -3.7804  0.470
26 H -0.9663 -2.9081 -4.9583  0.418
27 H -1.7222 -1.1888 -5.6305  0.416
28 H -1.7751 0.9705 -6.7992  0.468
29 H -0.8472 2.9760 -5.6218  0.472
30 H 0.0521 2.7188 -3.3725  0.446
31 S -2.5645 0.6479 -1.0997  -0.418
32 C -2.1975 1.9018 0.0358  0.643
33 C -3.0917 2.9308 0.3460  -1.015
34 C -2.7063 3.9050 1.2386  -0.473
35 C -1.4586 3.7930 1.8557  -0.909
36 C -0.6308 2.7471 1.5094  -0.485
37 N -0.9615 1.8179 0.5964  1.079
38 H -4.0439 2.9570 -0.1602  0.522
39 H -3.3603 4.7343 1.4649  0.499
40 H -1.1316 4.5304 2.5698  0.530
41 H 0.3414 2.6251 1.9756  0.377
42 N 2.6772 -0.1394 -1.8859  -0.388
43 N 3.5456 0.9072 -1.5211  -0.435
44 C 3.0294 2.1106 -1.1955  0.556
45 N 3.8269 3.1473 -1.0045  -0.356
46 N 1.6941 2.1444 -1.0923  0.019
47 N 1.0341 3.3236 -1.0679  0.997
48 O -0.1477 3.2088 -1.3256  -0.557
49 O 1.5932 4.3703 -0.8365  -0.844
50 H 3.0713 -1.0269 -1.5768  0.364
51 H 2.5540 -0.1703 -2.9026  0.298
52 H 4.5311 0.8497 -1.7662  0.200
53 H 4.8229 3.1119 -1.1548  0.181
54 H 3.3877 4.0448 -0.7872  0.228
55 C -2.0321 0.5553 4.1553  -1.587
56 C -0.8708 -0.4134 3.9390  1.349
57 C -1.3044 -1.8648 4.1899  -1.735
58 C 0.2849 -0.0560 4.8732  -1.711
59 N -0.3432 -0.2137 2.5716  0.313
60 N -1.1006 -0.7953 1.4961  -0.519
61 H -2.4198 0.4582 5.1647  0.517
62 H -2.8516 0.3708 3.4637  0.347
63 H -1.6899 1.5765 4.0111  0.302
64 H -1.4055 -2.0417 5.2560  0.500
65 H -0.5515 -2.5588 3.8145  0.284
66 H -2.2629 -2.0975 3.7289  0.372
67 H -0.0532 -0.0352 5.9033  0.455
68 H 0.6821 0.9244 4.6243  0.333
69 H 1.0828 -0.7923 4.7989  0.399
70 H 0.5927 -0.6138 2.5378  0.092
71 H -2.0129 -0.3279 1.5158  0.268
72 H -1.3093 -1.7868 1.6911  0.252


# 3
Computed, not measured: an isolated molecule of C25H32N4O4S, with wB97M-V/def2-TZVPD.

As for the maximum force: 0.8 eV/A. The value obtained for the HOMO energy is -7.995 eV. The value obtained for the LUMO energy is 0.20 eV. The calculation puts the frontier orbital gap at 8.200 eV. For the relative energy (zero: lowest compared OMol25 entry of this formula, charge and spin), the calculation gives 0.917 eV. The SMILES is CC(=O)N1CCc2cc(S(=O)(=O)NCCC(=O)NC3CCN(Cc4ccccc4)CC3)ccc21.

Last column: Mulliken charge in e.
Element x y z (Å)
1 C -8.4395 -1.5161 0.4742  -1.339
2 C -7.0577 -1.0944 0.9127  0.864
3 O -6.7697 -0.9075 2.0740  -0.622
4 N -6.1509 -0.9352 -0.1021  0.140
5 C -4.8191 -0.5664 0.0560  0.016
6 C -4.1240 -0.3143 1.2304  -1.552
7 C -2.7859 0.0381 1.1317  -0.255
8 C -2.1759 0.1325 -0.1031  -0.087
9 C -2.8631 -0.1198 -1.2809  -0.665
10 C -4.1888 -0.4758 -1.1912  0.499
11 C -5.1597 -0.8124 -2.2823  -0.681
12 H -4.8120 -1.6644 -2.8674  0.322
13 H -5.2902 0.0281 -2.9653  0.315
14 C -6.4557 -1.1334 -1.5173  -0.813
15 H -7.2719 -0.4712 -1.8190  0.341
16 H -6.7725 -2.1664 -1.6879  0.340
17 H -2.3428 -0.0515 -2.2228  0.556
18 S -0.4826 0.6718 -0.2158  1.759
19 O 0.0942 0.1823 -1.4312  -0.807
20 O 0.1889 0.4046 1.0268  -0.823
21 N -0.5710 2.3137 -0.3556  -0.059
22 H -0.8195 2.6724 -1.2593  0.253
23 C -0.8615 3.1329 0.7972  -0.779
24 C 0.0830 4.3357 0.8882  -0.685
25 C 1.5468 4.0266 0.5488  0.523
26 O 2.2482 4.8642 0.0170  -0.675
27 N 1.9830 2.8124 0.9231  0.074
28 H 1.3190 2.1078 1.2102  0.118
29 C 3.2445 2.2624 0.4499  -0.182
30 C 3.1476 1.9182 -1.0419  0.184
31 C 4.3874 1.1367 -1.4928  -1.496
32 N 4.6282 -0.0639 -0.7181  0.045
33 C 4.7719 0.2734 0.6842  -1.298
34 C 3.5634 1.0152 1.2696  -0.279
35 H 3.7681 1.2897 2.3058  0.494
36 H 2.6918 0.3576 1.2603  0.078
37 H 4.9504 -0.6462 1.2459  0.492
38 H 5.6623 0.9051 0.7724  0.429
39 C 3.6537 -1.1182 -0.9781  0.255
40 C 4.0367 -2.3890 -0.2724  -0.332
41 C 5.3068 -2.9265 -0.4480  -0.261
42 C 5.6707 -4.0936 0.1973  -0.648
43 C 4.7667 -4.7416 1.0238  -0.362
44 C 3.5006 -4.2128 1.2041  -0.720
45 C 3.1390 -3.0405 0.5618  -0.113
46 H 2.1514 -2.6250 0.7091  0.439
47 H 2.7933 -4.7123 1.8506  0.389
48 H 5.0499 -5.6547 1.5272  0.374
49 H 6.6610 -4.5023 0.0561  0.380
50 H 6.0064 -2.4102 -1.0878  0.412
51 H 3.6670 -1.2962 -2.0596  0.551
52 H 2.6249 -0.8428 -0.7029  -0.210
53 H 4.2895 0.8589 -2.5450  0.529
54 H 5.2733 1.7721 -1.3885  0.422
55 H 3.0604 2.8407 -1.6173  0.548
56 H 2.2487 1.3228 -1.2147  -0.218
57 H 4.0159 3.0286 0.5918  0.246
58 H 0.0444 4.7508 1.8971  0.307
59 H -0.2304 5.1187 0.1956  0.327
60 H -1.9038 3.4800 0.7870  0.468
61 H -0.7331 2.4793 1.6621  0.404
62 H -2.1993 0.2246 2.0167  0.524
63 H -4.6136 -0.3948 2.1857  0.540
64 H -8.4042 -2.4683 -0.0503  0.326
65 H -8.8796 -0.7708 -0.1848  0.326
66 H -9.0609 -1.6191 1.3593  0.354